No. 1
The following is a quantum chemistry calculation of a structure of composition C24H59CuN3O14, from the Open Molecules 2025 dataset.

Output
maximum force	0.0703	Eh/bohr
⟨S²⟩	0.76
HOMO energy (alpha / beta)	-7.5 / -7.5	eV
2S+1	2
electronic energy	-3807.4839	a.u.
lowest unoccupied orbital energy (alpha / beta)	-2.5 / -4.0	eV

Each line ends with the Löwdin charge.
Positions of all 101 atoms, in Å:
Cu 5.28 -2.26 -3.18  0.78
O 0.21 -0.42 -1.44  0.04
C 0.97 -1.47 -1.88  -0.84
O 0.31 -2.52 -1.92  -0.06
O 2.22 -1.39 -2.14  -0.12
H -0.54 -1.02 -1.41  0.07
O 3.12 -7.09 -4.89  0.21
C 4.00 -6.26 -4.34  -0.75
O 5.06 -6.66 -3.84  0.27
O 3.80 -5.04 -4.17  0.17
H 2.55 -6.33 -4.99  0.13
C 3.56 1.43 1.62  -0.07
C 3.23 2.56 0.57  -0.32
O 3.01 2.13 -0.74  -0.08
H 4.53 0.94 1.53  0.06
H 2.78 0.69 1.78  0.07
H 3.67 1.92 2.59  0.06
H 4.08 3.24 0.53  0.10
H 2.42 3.21 0.89  0.10
H 2.25 1.56 -0.66  0.07
C 2.05 -6.97 2.05  -0.08
C 2.35 -6.11 0.81  -0.30
O 1.12 -6.11 0.09  -0.11
H 1.42 -6.46 2.78  0.06
H 2.94 -7.14 2.66  0.06
H 1.49 -7.89 1.85  0.07
H 3.12 -6.42 0.10  0.10
H 2.49 -5.06 1.07  0.11
H 0.98 -5.23 -0.26  0.07
C -1.88 -0.32 4.67  -0.09
O -2.96 -0.54 3.71  -0.18
C -3.17 -1.93 3.54  -0.25
C -1.99 -2.77 3.03  -0.26
N -2.38 -4.03 2.54  -0.07
C -2.96 -4.98 3.58  -0.15
C -3.22 -6.39 2.93  -0.18
O -3.49 -7.40 3.93  -0.21
C -4.37 -8.48 3.50  -0.10
H -1.85 -1.04 5.48  0.08
H -2.12 0.56 5.27  0.08
H -0.95 -0.27 4.11  0.09
H -3.95 -1.92 2.79  0.13
H -3.53 -2.39 4.47  0.11
H -1.15 -2.78 3.73  0.11
H -1.70 -2.13 2.20  0.13
H -1.63 -4.42 1.99  0.10
H -3.94 -4.54 3.75  0.10
H -2.40 -4.97 4.51  0.11
H -2.30 -6.68 2.41  0.11
H -4.04 -6.36 2.21  0.11
H -5.17 -8.19 2.81  0.08
H -4.78 -9.08 4.31  0.08
H -3.68 -9.13 2.96  0.08
C 8.02 3.53 0.15  -0.09
O 7.77 2.18 -0.29  -0.22
C 8.65 1.81 -1.37  -0.20
C 7.98 0.58 -1.94  -0.26
N 6.71 0.64 -2.57  -0.01
C 6.89 1.38 -3.86  -0.21
C 5.70 1.26 -4.74  -0.23
O 5.62 -0.09 -5.16  -0.21
C 4.64 -0.34 -6.12  -0.10
H 7.44 4.18 -0.50  0.08
H 9.09 3.75 0.06  0.08
H 7.63 3.76 1.14  0.09
H 9.66 1.84 -0.96  0.13
H 8.62 2.64 -2.07  0.11
H 7.86 -0.18 -1.17  0.12
H 8.83 0.20 -2.50  0.12
H 6.05 1.10 -1.97  0.12
H 7.79 1.12 -4.41  0.13
H 7.18 2.42 -3.69  0.11
H 5.92 2.10 -5.40  0.13
H 4.82 1.52 -4.16  0.14
H 4.63 -1.43 -6.21  0.09
H 4.94 0.25 -6.98  0.10
H 3.66 0.00 -5.79  0.10
C -4.70 2.56 -1.25  -0.07
O -4.65 4.02 -1.30  -0.23
C -5.76 4.74 -0.66  -0.20
C -5.50 6.26 -0.67  -0.20
N -6.51 7.07 0.07  -0.08
C -7.84 6.97 -0.54  -0.18
C -8.82 7.87 0.31  -0.19
O -9.23 7.28 1.57  -0.21
C -9.92 8.22 2.41  -0.13
H -5.63 2.27 -1.73  0.08
H -4.69 2.31 -0.19  0.08
H -3.79 2.14 -1.70  0.09
H -6.03 4.34 0.32  0.12
H -6.58 4.61 -1.37  0.10
H -5.44 6.71 -1.66  0.12
H -4.57 6.47 -0.14  0.11
H -6.53 6.74 1.02  0.10
H -8.19 5.94 -0.48  0.11
H -7.80 7.40 -1.54  0.12
H -9.81 7.99 -0.12  0.11
H -8.47 8.87 0.52  0.11
H -10.72 8.87 2.07  0.08
H -9.27 8.87 3.01  0.08
H -10.51 7.58 3.06  0.08

***

No. 2
The following is a quantum chemistry calculation of a structure of composition C24H59MnO31S7V, from the Open Molecules 2025 dataset.

Output
ΔE to the lowest compared entry with this formula, charge and spin	0.0	kcal per mole
maximum force	0.1514	Eh/bohr
⟨S²⟩	12.07
HOMO energy (alpha / beta)	-10.1 / -10.1	eV
charge	+1
2S+1	7
electronic energy	-8164.2151	a.u.
lowest unoccupied orbital energy (alpha / beta)	-5.6 / -5.6	eV

Each line ends with the Löwdin charge.
Positions of all 123 atoms, in Å:
O -0.74 -0.48 -0.35  -0.21
V -0.49 -2.05 -0.60  1.08
Mn 3.61 -4.25 -1.24  1.43
O 2.46 -2.94 2.58  0.15
C 2.05 -2.86 1.34  -0.76
O 1.06 -2.20 0.96  -0.01
O 2.76 -3.36 0.46  -0.07
H 1.74 -2.44 2.97  0.04
O 0.10 0.39 -3.36  0.09
C 0.53 -0.89 -3.49  -0.76
O 1.13 -1.20 -4.56  -0.01
O 0.42 -1.72 -2.57  -0.07
H 0.27 0.69 -4.26  0.06
O 0.19 -6.12 -2.40  0.19
C 0.54 -4.99 -1.84  -0.82
O -0.24 -4.29 -1.18  -0.02
O 1.73 -4.81 -1.89  -0.03
H -0.70 -6.07 -2.03  0.12
O 5.43 -0.48 0.18  -0.33
S 5.87 0.12 1.41  0.69
O 7.31 0.45 1.57  -0.31
O 4.94 1.50 1.76  -0.27
C 3.88 1.94 0.87  -0.26
C 3.32 3.26 1.38  -0.06
C 5.35 -1.06 2.81  -0.07
H 3.05 1.24 0.81  0.11
H 4.24 2.00 -0.16  0.11
H 2.44 3.45 0.76  0.07
H 3.98 4.13 1.32  0.08
H 2.83 3.14 2.34  0.08
H 5.86 -0.63 3.67  0.07
H 5.88 -1.92 2.39  0.06
H 4.27 -1.06 2.89  0.03
O 1.30 1.89 -5.66  -0.33
S 2.77 1.59 -5.63  0.69
O 3.13 0.29 -6.05  -0.27
O 3.54 2.75 -6.61  -0.25
C 3.37 4.14 -6.28  -0.29
C 4.03 5.06 -7.27  -0.07
C 3.55 1.87 -3.95  -0.07
H 3.95 4.34 -5.38  0.10
H 2.35 4.46 -6.11  0.12
H 3.51 5.32 -8.19  0.08
H 5.06 4.93 -7.61  0.08
H 4.18 5.96 -6.67  0.08
H 3.66 2.94 -3.80  0.05
H 4.47 1.28 -4.02  0.07
H 2.78 1.50 -3.28  0.06
O 0.69 -1.86 4.23  -0.31
S 1.54 -0.83 4.90  0.75
O 2.27 0.22 4.16  -0.28
O 0.53 -0.03 6.00  -0.26
C -0.50 -0.75 6.60  -0.29
C -0.95 0.32 7.74  -0.02
C 2.68 -1.72 6.00  -0.10
H -0.31 -1.72 7.06  0.11
H -1.33 -0.90 5.91  0.10
H -1.25 1.19 7.16  0.07
H -0.15 0.57 8.45  0.08
H -1.82 -0.08 8.25  0.07
H 3.21 -2.65 5.78  0.09
H 2.09 -1.85 6.91  0.06
H 3.41 -1.06 6.46  0.08
O -3.90 -3.88 1.52  -0.25
S -2.55 -3.55 1.95  0.77
O -1.73 -2.57 1.13  -0.38
O -2.74 -2.83 3.45  -0.27
C -3.59 -3.39 4.42  -0.26
C -2.58 -3.57 5.54  -0.06
C -1.43 -4.93 2.25  -0.07
H -4.15 -4.25 4.04  0.12
H -4.30 -2.72 4.90  0.13
H -1.56 -3.57 5.17  0.07
H -2.85 -4.47 6.08  0.09
H -2.69 -2.68 6.17  0.06
H -1.52 -5.50 1.33  0.08
H -1.86 -5.62 2.98  0.08
H -0.44 -4.57 2.53  0.08
O -3.65 1.13 -1.21  -0.26
S -3.89 0.88 0.18  0.65
O -3.78 -0.46 0.76  -0.32
O -3.04 1.92 1.14  -0.24
C -2.83 1.70 2.50  -0.28
C -1.39 2.21 2.80  -0.05
C -5.61 1.50 0.47  -0.09
H -2.86 0.64 2.74  0.11
H -3.50 2.19 3.20  0.12
H -0.53 1.80 2.28  0.07
H -1.01 2.26 3.82  0.07
H -1.45 3.26 2.49  0.07
H -6.38 0.92 -0.03  0.07
H -5.50 2.52 0.11  0.07
H -5.89 1.41 1.52  0.06
O 2.69 6.85 -3.75  -0.30
S 1.36 6.70 -3.12  0.70
O 0.37 7.77 -3.29  -0.30
O 0.58 5.30 -3.57  -0.28
C -0.76 5.11 -3.11  -0.28
C -1.36 3.70 -2.77  -0.04
C 1.47 6.34 -1.32  -0.10
H -1.32 5.44 -3.99  0.12
H -1.06 5.77 -2.30  0.10
H -2.45 3.67 -2.82  0.08
H -1.25 3.42 -1.73  0.06
H -0.87 3.03 -3.47  0.07
H 2.33 5.70 -1.11  0.06
H 0.57 5.87 -0.94  0.06
H 1.60 7.31 -0.83  0.07
O -3.93 -4.40 -1.52  -0.27
S -3.78 -3.06 -1.96  0.74
O -2.58 -2.25 -1.57  -0.35
O -3.87 -2.98 -3.63  -0.25
C -2.96 -3.74 -4.40  -0.28
C -3.74 -4.79 -5.16  -0.07
C -5.37 -2.05 -1.64  -0.04
H -2.09 -4.12 -3.86  0.12
H -2.61 -3.07 -5.19  0.13
H -4.77 -4.56 -5.43  0.09
H -3.78 -5.67 -4.51  0.07
H -3.15 -5.08 -6.03  0.08
H -5.26 -1.12 -2.21  0.07
H -5.38 -1.99 -0.55  0.05
H -6.25 -2.55 -2.05  0.07

***

No. 3
The following is a quantum chemistry calculation of a structure of composition C24H60BCd2F4KN4O8S2, from the Open Molecules 2025 dataset.

Output
ΔE to the lowest compared entry with this formula, charge and spin	55.4	kcal per mole
maximum force	0.0924	Eh/bohr
HOMO energy	-7.7	eV
electronic energy	-3927.6993	a.u.
lowest unoccupied orbital energy	-0.5	eV

Each line ends with the Löwdin charge.
Positions of all 106 atoms, in Å:
K -2.04 -3.30 -2.65  0.97
Cd 0.46 -3.69 0.90  1.42
Cd -2.60 -0.98 2.62  1.43
S -0.93 -1.72 -0.07  0.22
O 0.35 -1.69 0.65  -0.43
O -1.93 -1.01 0.76  -0.46
O -0.74 -1.27 -1.44  -0.39
O -1.23 -3.14 -0.09  -0.49
S -1.59 -3.30 3.40  0.28
O -2.86 -2.97 2.70  -0.48
O -1.93 -4.09 4.56  -0.30
O -0.60 -3.88 2.50  -0.44
O -1.23 -1.90 3.75  -0.50
B 0.41 -5.55 -1.04  -1.27
F 1.33 -6.55 -1.33  0.14
F -0.23 -5.75 0.20  0.08
F 1.05 -4.31 -1.00  0.06
F -0.69 -5.54 -1.95  0.03
C 3.67 -2.60 -0.09  -0.08
C 3.54 -3.95 0.61  -0.24
N 2.47 -4.06 1.63  -0.24
C 2.66 -5.41 2.21  -0.25
C 1.58 -5.85 3.16  -0.08
C 2.42 -2.88 2.57  -0.24
C 3.72 -2.79 3.41  -0.07
H 3.67 -1.78 0.63  0.06
H 2.82 -2.44 -0.75  0.06
H 4.55 -2.56 -0.73  0.08
H 3.41 -4.75 -0.11  0.11
H 4.48 -4.08 1.16  0.11
H 3.64 -5.59 2.69  0.11
H 2.76 -6.13 1.39  0.12
H 1.27 -5.13 3.91  0.07
H 1.80 -6.78 3.69  0.08
H 0.63 -6.05 2.66  0.06
H 2.26 -1.92 2.09  0.09
H 1.59 -3.03 3.25  0.09
H 4.59 -2.51 2.83  0.07
H 3.55 -2.05 4.20  0.08
H 3.85 -3.71 3.98  0.07
C -4.48 4.76 -3.14  -0.09
C -3.58 4.20 -4.25  -0.27
N -3.80 2.82 -4.56  -0.21
C -3.30 2.35 -5.85  -0.25
C -3.80 3.09 -7.07  -0.09
C -3.61 1.92 -3.44  -0.22
C -2.13 1.92 -2.95  -0.09
H -4.27 5.83 -3.09  0.07
H -4.49 4.28 -2.17  0.06
H -5.54 4.73 -3.43  0.08
H -3.80 4.82 -5.12  0.10
H -2.55 4.38 -3.91  0.11
H -2.21 2.22 -5.88  0.11
H -3.75 1.35 -5.87  0.11
H -3.73 4.18 -7.12  0.06
H -3.09 2.79 -7.85  0.07
H -4.81 2.79 -7.35  0.07
H -3.68 0.87 -3.76  0.10
H -4.28 2.03 -2.60  0.10
H -1.41 1.93 -3.79  0.06
H -1.79 0.95 -2.58  0.05
H -1.78 2.79 -2.40  0.06
C 1.82 2.53 0.30  -0.08
C 2.48 3.05 -1.00  -0.22
N 3.22 1.98 -1.67  -0.20
C 2.50 0.76 -1.99  -0.27
C 1.41 0.89 -3.03  -0.08
C 4.65 1.83 -1.37  -0.27
C 5.52 2.50 -2.39  -0.10
H 0.95 1.97 -0.03  0.06
H 1.53 3.38 0.92  0.06
H 2.50 1.93 0.90  0.08
H 1.75 3.51 -1.67  0.11
H 3.25 3.80 -0.84  0.11
H 3.12 -0.11 -2.22  0.11
H 2.05 0.37 -1.07  0.10
H 0.94 -0.06 -3.26  0.07
H 0.58 1.53 -2.69  0.04
H 1.71 1.44 -3.92  0.08
H 4.87 0.77 -1.26  0.11
H 4.86 2.31 -0.41  0.11
H 5.16 3.51 -2.56  0.07
H 5.44 2.00 -3.36  0.07
H 6.56 2.46 -2.06  0.07
C -2.82 1.98 0.99  -0.07
C -2.97 2.17 2.51  -0.25
N -2.28 1.15 3.33  -0.25
C -0.82 1.22 3.14  -0.27
C -0.11 2.54 3.55  -0.05
C -2.70 1.43 4.72  -0.27
C -1.99 0.60 5.80  -0.06
H -3.44 1.17 0.62  0.06
H -1.78 1.77 0.76  0.06
H -3.05 2.88 0.42  0.08
H -2.50 3.15 2.72  0.11
H -3.99 2.35 2.82  0.12
H -0.34 0.41 3.69  0.09
H -0.46 0.93 2.15  0.09
H -0.36 3.30 2.81  0.06
H -0.52 2.83 4.52  0.07
H 0.96 2.43 3.63  0.08
H -3.78 1.29 4.77  0.12
H -2.61 2.49 4.97  0.11
H -2.12 -0.47 5.63  0.07
H -2.30 0.98 6.77  0.08
H -0.92 0.78 5.64  0.07

***

> The lowest electronic energy belongs to which entry?

C24H59MnO31S7V

***

> Which of these has the highest maximum force?

C24H59MnO31S7V

***

> Which of these has the highest maximum force?

C24H59MnO31S7V